Molecular formula: C4H8N2S
Method: DFT, wB97M-V/def2-TZVPD

As for the energy: -18089.8434 eV. The net charge is 0. Its SMILES is CN1C=CSN1C. The calculation puts the HOMO energy at -0.2808 hartree. The relative energy (zero: lowest compared OMol25 entry of this formula, charge and spin) comes out at 376.19 kJ/mol.

Bonds (Å) are listed after each position.
Geometry (Å):
1 C -0.59302 -1.52334 -0.65074  N2 1.450, H8 1.135, H9 1.143, H10 1.174
2 N -0.21065 -0.29696 0.02262  C1 1.450, C3 1.460, N6 1.368
3 C -1.19747 0.15311 0.99950  N2 1.460, C4 1.339, H11 1.075
4 C -1.54433 1.43871 0.86262  C3 1.339, S5 1.809, H12 1.021
5 S -0.77939 2.11791 -0.62913  C4 1.809, N6 1.810
6 N 0.36398 0.71690 -0.69390  N2 1.368, S5 1.810, C7 1.542
7 C 1.68842 1.04315 0.02423  N6 1.542, H13 1.149, H14 1.129, H15 1.060
8 H 0.26446 -2.02817 -1.19589  C1 1.135
9 H -0.86833 -2.08021 0.30914  C1 1.143
10 H -1.34493 -1.50992 -1.55271  C1 1.174
11 H -1.74336 -0.56566 1.58377  C3 1.075
12 H -2.24895 1.91613 1.42693  C4 1.021
13 H 2.52390 0.43980 -0.48376  C7 1.149
14 H 2.05511 2.10091 -0.12231  C7 1.129
15 H 1.64861 0.79532 1.05432  C7 1.060